Here is the molecule C4H7N from the OMol25 dataset. Energies are from the ωB97M-V functional and the def2-TZVPD basis.

```
12
Properties=species:S:1:pos:R:3:nbo_charge:R:1
C 0.3518 1.7033 1.6642 -0.63
C 0.5199 0.2838 1.1040 -0.39
C 0.4125 -0.1175 -0.2432 -0.04
N -0.5340 -0.9709 -0.6739 -0.44
C -0.8296 -1.1070 -1.8992 -0.09
H -0.7332 0.7139 1.1127 0.45
H 0.8032 1.5408 2.6356 0.20
H 1.1182 2.3162 1.1784 0.21
H 0.2285 -0.6810 1.5838 0.26
H 1.0273 0.3237 -1.0545 0.15
H -0.2560 -0.5461 -2.6412 0.14
H -1.5399 -1.8771 -2.1666 0.18
```

Results
E_LUMO ... -0.4 eV
2S+1 ... 1
E_HOMO ... -7.5 eV

Here is a cluster of 7 separate species, C27H29F4N3O6 in total from the OMol25 dataset. Energies are from the ωB97M-V functional and the def2-TZVPD basis.

```
69
Properties=species:S:1:pos:R:3:nbo_charge:R:1
C -0.6930 -4.3376 -1.2495 -0.49
N -1.3945 -4.7051 0.0181 0.53
O -2.4840 -5.2340 -0.0865 -0.38
O -0.8886 -4.4186 1.0826 -0.37
H -1.2008 -4.8001 -2.0877 0.23
H 0.3332 -4.6711 -1.1401 0.23
H -0.8027 -3.2591 -1.3479 0.25
C -0.0894 -0.6006 6.8467 -0.49
N -0.0779 -0.0067 5.4870 0.54
O 0.8514 0.6949 5.1583 -0.39
O -1.0934 -0.1347 4.8508 -0.37
H -0.4726 -1.6017 6.6724 0.24
H -0.7619 0.0287 7.4246 0.24
H 0.8778 -0.5748 7.3349 0.23
C -1.3243 2.9640 0.2507 -0.48
N -2.6198 3.2637 0.9095 0.54
O -3.4606 3.8320 0.2461 -0.38
O -2.7949 3.0161 2.0805 -0.39
H -0.5431 3.2201 0.9618 0.23
H -1.2544 3.5403 -0.6596 0.24
H -1.3304 1.8813 0.2042 0.24
F 5.4774 1.8015 -1.0980 -0.33
C 6.7072 1.8663 -1.6538 0.39
C 6.8475 1.5498 -2.9878 -0.28
C 8.0749 1.7129 -3.6140 -0.19
C 9.1484 2.1930 -2.8663 -0.23
C 8.9907 2.4948 -1.5203 -0.19
C 7.7226 2.4321 -0.9350 -0.28
H 5.9912 1.2378 -3.5726 0.23
H 8.1608 1.4957 -4.6685 0.22
H 10.0877 2.3609 -3.3772 0.22
H 9.7872 3.0249 -1.0155 0.22
H 7.5824 2.6738 0.1103 0.23
F -4.0855 1.0228 0.0410 -0.33
C -4.1454 -0.0426 0.8583 0.40
C -4.7193 0.1148 2.1019 -0.29
C -4.8731 -0.9666 2.9394 -0.18
C -4.4000 -2.2364 2.5561 -0.24
C -3.7060 -2.3373 1.3474 -0.18
C -3.5878 -1.2608 0.4961 -0.30
H -5.0867 1.1075 2.3366 0.24
H -5.3920 -0.8485 3.8812 0.21
H -4.2997 -2.9789 3.3353 0.22
H -3.2756 -3.3031 1.1241 0.22
H -3.0067 -1.3627 -0.4111 0.23
F -0.6860 -0.7643 -0.3907 -0.34
C 0.3507 -0.0182 0.0317 0.38
C 1.3585 0.3900 -0.8265 -0.28
C 2.3655 1.2002 -0.3069 -0.19
C 2.3149 1.6624 1.0033 -0.24
C 1.2726 1.3058 1.8404 -0.20
C 0.3797 0.3472 1.3626 -0.29
H 1.2541 0.1631 -1.8809 0.22
H 3.1277 1.5635 -0.9806 0.23
H 3.0664 2.4199 1.1962 0.22
H 1.1725 1.5637 2.8850 0.25
H -0.4486 -0.0234 1.9601 0.24
F -1.7070 1.3933 -3.0971 -0.32
C -2.4258 0.2935 -3.3293 0.41
C -1.8476 -0.9585 -3.2956 -0.30
C -2.6389 -2.0844 -3.4402 -0.20
C -3.9958 -1.9775 -3.6428 -0.23
C -4.5769 -0.6948 -3.7559 -0.19
C -3.8080 0.4324 -3.5545 -0.27
H -0.7784 -0.9960 -3.1235 0.22
H -2.1954 -3.0704 -3.4914 0.21
H -4.5714 -2.8389 -3.9520 0.22
H -5.6454 -0.6219 -3.9017 0.22
H -4.1137 1.4646 -3.6743 0.23
```

Results
E_LUMO ... 0.3 eV
2S+1 ... 1
E_HOMO ... -8.7 eV

Here is a structure of composition C23H21BrClFeNP from the OMol25 dataset. Energies are from the ωB97M-V functional and the def2-TZVPD basis.

```
49
Properties=species:S:1:pos:R:3:mulliken_spin:R:1
Fe -0.2620 -0.8663 -0.4564 4.03
Cl -0.6432 0.6229 1.0843 0.34
P 0.0760 0.0362 -2.4166 0.25
C -1.2997 -0.9689 -3.0735 -0.03
C -1.0947 -1.7396 -4.2273 0.05
C -2.2271 -2.2739 -4.8516 -0.01
C -3.5129 -2.0516 -4.3181 0.06
C -3.6752 -1.3074 -3.1362 -0.03
C -2.5763 -0.7452 -2.5050 0.00
C -0.2223 1.8023 -2.5937 0.01
C 0.6557 2.6967 -1.9433 0.01
C 0.4730 4.0700 -2.1067 -0.01
C -0.5403 4.5587 -2.9516 0.03
C -1.4027 3.6534 -3.5987 -0.01
C -1.2497 2.2717 -3.4353 0.02
C 1.6457 -0.3506 -3.1716 0.01
C 2.6821 -0.9228 -2.4150 0.09
C 3.8788 -1.1712 -3.0640 0.00
C 4.0412 -0.8421 -4.4144 0.00
C 2.9811 -0.2807 -5.1455 0.00
C 1.7619 -0.0171 -4.5303 0.00
H 1.4660 2.3208 -1.3046 0.00
H 1.1359 4.7519 -1.5710 0.00
H -0.6797 5.6401 -3.0715 0.00
H -2.2286 4.0055 -4.2239 0.00
H -1.9241 1.5671 -3.9442 0.00
H -0.0852 -1.8583 -4.6513 0.00
H -2.0830 -2.8587 -5.7584 0.00
H -4.3930 -2.4435 -4.8391 0.00
H -4.6582 -1.1352 -2.7035 0.00
H -2.7047 -0.1108 -1.6152 0.00
H 2.5708 -1.1904 -1.3591 -0.02
H 4.6689 -1.6229 -2.4795 0.00
H 5.0010 -1.0428 -4.8953 0.00
H 3.0652 -0.0336 -6.1980 0.00
H 0.9142 0.4159 -5.0801 0.00
H -0.1987 -5.1479 -4.7621 0.00
H 0.5622 -5.1064 -4.7223 0.00
Br -0.3144 -5.8870 0.4963 0.00
C 0.6488 -4.2745 0.9497 0.00
C 1.8995 -4.2905 1.5943 0.03
C 2.5489 -3.0342 1.7739 0.00
C 1.9550 -1.8682 1.2388 0.03
N 0.9005 -1.9617 0.4010 0.10
C 0.1272 -3.1053 0.4271 0.03
H 2.3105 -5.2642 1.8998 0.00
H 3.5085 -2.9178 2.2825 0.00
H 2.1376 -0.8023 1.4214 0.00
H -0.8671 -3.0115 -0.0252 0.01
```

Results
Charge ... +2
E_LUMO (alpha / beta) ... -6.9 / -9.0 eV
2S+1 ... 6
E_HOMO (alpha / beta) ... -14.8 / -15.0 eV